Entry from OMol25: the molecule C4H4O2S in a non-equilibrium geometry (ωB97M-V/def2-TZVPD).

Its multiplicity is 3. The electronic energy comes out at -703.1815 a.u. Its net charge is 0. As for the HOMO-LUMO gap (alpha / beta): 0.2240 / 0.2980 Eh. The HOMO energy (alpha / beta) is -5.312 / -10.337 eV. The LUMO energy (alpha / beta) comes out at 0.784 / -2.228 eV.

Last column: Mulliken charge in e.
Cartesian coordinates (Å):
O  -0.73930  1.86393  1.26681  -0.2672
C  0.15308  0.59966  -0.64605  -0.4486
O  -1.97381  1.20800  0.95830  -0.2849
C  0.57307  -0.78993  -0.87158  -0.7126
H  1.05486  1.19581  -0.51721  0.2734
H  0.80547  -1.02901  -1.85363  0.5088
C  0.57604  -1.52919  0.23707  -0.4705
C  -0.66273  0.64653  0.68846  0.6167
S  -0.13377  -0.75628  1.66569  -0.0832
H  0.82619  -2.46891  0.44111  0.5481
H  -0.47911  1.05940  -1.36897  0.3199

Cartesian forces (eV/Å) of the 2 atoms listed first:
O 1.05 1.35 1.17
C -1.10 -0.18 1.16


Entry from OMol25: a structure of composition C4H4O2S2 in a non-equilibrium geometry (ωB97M-V/def2-TZVPD).

Its multiplicity is 1. The electronic energy comes out at -1101.4769 a.u. Its net charge is 0. As for the HOMO-LUMO gap: 0.2729 Eh. The HOMO energy is -8.290 eV. The LUMO energy comes out at -0.864 eV.

Last column: Mulliken charge in e.
Cartesian coordinates (Å):
C  0.07106  -0.37026  -0.19835  0.3919
S  0.54852  1.35918  1.87712  -0.0728
C  -0.44755  2.00804  0.25981  -0.3539
H  1.32388  -0.85742  1.57125  0.1801
O  -0.07838  -2.73243  -0.72441  -0.4964
C  0.66143  -0.17158  1.10445  -0.3994
S  -0.64698  -1.28036  -2.65153  -0.2668
C  -0.14948  -1.44814  -1.09546  0.4520
O  -0.42570  0.82398  -0.85968  -0.3496
H  -1.59302  2.32310  0.75195  0.2644
H  -0.09749  3.08798  -0.23901  0.2886
H  0.83372  -2.74211  0.20386  0.3618

Cartesian forces (eV/Å) of the 2 atoms listed first:
C 0.90 4.06 2.95
S -0.98 0.82 -2.77


Entry from OMol25: a structure of composition C4H4O2Sc in a non-equilibrium geometry (ωB97M-V/def2-TZVPD).

Its multiplicity is 1. The electronic energy comes out at -1064.5995 a.u. Its net charge is +3. As for the HOMO-LUMO gap (alpha / beta): 0.1527 / 0.3730 Eh. The HOMO energy (alpha / beta) is -21.608 / -23.964 eV. The LUMO energy (alpha / beta) comes out at -17.452 / -13.815 eV.

Last column: Mulliken charge in e.
Cartesian coordinates (Å):
H  3.47218  -1.94128  0.25063  0.4158
O  -1.35408  0.46672  1.05579  -0.4951
H  -1.34672  -1.52162  1.38434  0.3736
H  4.88780  -0.18780  0.98495  0.4487
C  0.60570  -0.81339  0.94372  0.2034
O  3.94526  -0.01165  0.90726  -0.0548
Sc  -1.32733  2.40073  0.53368  1.7160
C  3.24426  -1.21704  1.05439  -0.3400
C  -0.75382  -0.59738  1.24569  0.2462
H  3.46499  -1.72122  2.01271  0.4152
C  1.80991  -0.97499  1.01635  0.0712

Cartesian forces (eV/Å) of the 2 atoms listed first:
H 0.75 -0.38 -0.21
O 0.48 0.43 0.43


Entry from OMol25: a structure of composition C4H4O2Sm in a non-equilibrium geometry (ωB97M-V/def2-TZVPD).

Its multiplicity is 7. The electronic energy comes out at -962.4783 a.u. Its net charge is +2. As for the HOMO-LUMO gap (alpha / beta): 0.1853 / 0.1932 Eh. The HOMO energy (alpha / beta) is -15.043 / -15.043 eV. The LUMO energy (alpha / beta) comes out at -9.999 / -9.786 eV.

Last column: Mulliken charge in e.
Cartesian coordinates (Å):
O  -4.18016  1.26625  -0.03832  -0.4018
H  -3.19829  1.02696  -1.81698  0.2772
C  -2.97776  -0.56932  -0.46622  -0.4490
C  -1.54738  -2.18318  0.56221  0.1795
H  -3.08658  -2.64481  -0.92902  0.3250
C  -3.65016  0.48954  -0.97550  0.1082
O  -1.14748  -3.33809  0.71034  -0.6232
Sm  0.81654  -4.93740  1.85135  1.9018
H  -3.72239  0.78227  0.84368  0.3965
C  -2.58486  -1.83453  -0.39187  -0.0693
H  -1.07238  -1.35218  1.11451  0.3550

Cartesian forces (eV/Å) of the 2 atoms listed first:
O 0.47 -1.23 3.84
H -0.94 -0.36 -0.51


Entry from OMol25: a structure of composition C4H4O2Yb in a non-equilibrium geometry (ωB97M-V/def2-TZVPD).

Its multiplicity is 1. The electronic energy comes out at -1463.2245 a.u. Its net charge is +2. As for the HOMO-LUMO gap: 0.1892 Eh. The HOMO energy is -15.595 eV. The LUMO energy comes out at -10.445 eV.

Last column: Mulliken charge in e.
Cartesian coordinates (Å):
C  -0.11741  -0.35119  1.19152  0.2420
H  -1.21503  1.30683  0.56074  0.2658
H  0.25858  1.31136  -1.37663  0.3787
C  0.11202  -0.61563  -2.03276  0.6712
O  1.04620  0.16841  1.16444  -0.4107
H  -1.87258  -0.43927  0.05591  0.3325
C  -1.05598  0.26301  0.26468  -0.4334
H  -0.10875  -1.45004  1.26832  0.3231
Yb  2.59162  0.91169  2.83347  1.6718
C  0.03171  0.28889  -1.06762  -0.7933
O  0.32961  -1.39406  -2.86206  -0.2477

Cartesian forces (eV/Å) of the 2 atoms listed first:
C 3.27 -0.70 -3.93
H -0.65 -0.30 -0.59


Entry from OMol25: a structure of composition C4H4O2Yb in a non-equilibrium geometry (ωB97M-V/def2-TZVPD).

Its multiplicity is 3. The electronic energy comes out at -1461.7790 a.u. Its net charge is +4. As for the HOMO-LUMO gap (alpha / beta): 0.3320 / 0.1281 Eh. The HOMO energy (alpha / beta) is -26.753 / -26.751 eV. The LUMO energy (alpha / beta) comes out at -17.720 / -23.264 eV.

Last column: Mulliken charge in e.
Cartesian coordinates (Å):
O  0.83100  -0.08612  0.17591  -0.3534
Yb  2.60356  1.41374  0.94050  1.8658
H  1.30415  -2.10943  -0.19226  0.4373
C  0.56705  -1.34696  0.07598  0.1331
C  -4.32496  0.53477  -0.88429  0.8425
H  -1.58425  -2.08806  0.05113  0.4234
H  -1.26015  0.62463  0.83381  0.3663
C  -0.96181  0.15830  -0.11355  0.0536
O  -3.22703  0.40252  -0.62947  0.0943
H  -0.83006  0.72068  -1.04694  0.3768
C  -0.83325  -1.32153  -0.13404  -0.2397

Cartesian forces (eV/Å) of the 2 atoms listed first:
O -0.38 0.87 0.49
Yb 1.17 0.58 0.31


> What is the electronic energy in the third record?

-1064.5995 a.u.